Entry 1:
Density functional theory data (ωB97M-V/def2-TZVPD) for a 2-piece molecular cluster, C8H16O4 overall.

Properties
LUMO energy = 0.77 eV
frontier orbital gap = 10.63 eV
highest occupied orbital energy = -9.9 eV
ΔE to the lowest compared entry with this formula, charge and spin = 1.450 eV

Last column: natural (NBO) charge in e.
CARTESIAN COORDINATES (ANGSTROEM)
O -0.8859 -0.3629 -1.5812  -0.61
O -1.5773 -1.4459 -3.4318  -0.51
C -1.0975 -1.3763 -2.1984  0.80
C -2.2034 -0.2917 -4.0149  -0.27
C 0.3939 -2.9112 -0.6496  -0.61
C -0.6362 -2.7289 -1.7871  -0.51
H -3.1203 -0.0228 -3.4638  0.19
H -2.4630 -0.4456 -5.0759  0.20
H -1.4919 0.5482 -3.9451  0.20
H 1.3812 -3.0938 -1.1061  0.21
H 0.0320 -3.8536 -0.2051  0.21
H 0.5106 -2.1651 0.1544  0.22
H -0.2863 -3.3389 -2.6420  0.24
H -1.5556 -3.2010 -1.3907  0.23
O 0.7242 2.4504 0.8430  -0.61
O 0.3529 0.5860 2.0177  -0.50
C 0.6629 1.8353 1.9040  0.79
C -0.0813 -0.2298 0.9593  -0.26
C 2.1333 3.4604 3.1995  -0.60
C 0.9614 2.4471 3.2295  -0.50
H -0.0313 -1.2860 1.2732  0.18
H 0.6247 -0.0766 0.1258  0.21
H -1.1021 -0.0178 0.5992  0.21
H 2.0316 4.3650 2.5767  0.22
H 2.9537 2.8446 2.7941  0.20
H 2.3978 3.7674 4.2253  0.21
H 1.2767 1.6059 3.8763  0.22
H 0.0952 2.9377 3.7138  0.23


Entry 2:
Density functional theory data (ωB97M-V/def2-TZVPD) for C8H16O4Sr as an isolated structure.

Properties
charge = +1
LUMO energy (alpha / beta) = -2.85 / -3.46 eV
frontier orbital gap (alpha / beta) = 8.01 / 8.37 eV
spin multiplicity = 2
highest occupied orbital energy (alpha / beta) = -10.9 / -11.8 eV

Last column: Löwdin spin population.
CARTESIAN COORDINATES (ANGSTROEM)
C 0.9647 -2.5536 -0.1576  -0.07
C -0.4120 -2.5444 -0.2631  0.27
O -1.0992 -1.3783 0.0081  0.07
C -2.3643 -1.1945 -0.6490  0.00
C -3.0198 0.0145 -0.0298  0.00
O -2.0471 1.0603 0.0133  0.00
C -2.5901 2.3521 0.2845  0.00
H 1.3658 -2.0417 0.7270  0.00
H 1.4494 -3.4717 -0.4954  -0.01
H -0.9670 -3.2532 -0.8795  0.01
H -2.9935 -2.0807 -0.5019  0.00
H -2.1808 -1.0408 -1.7212  0.00
H -3.3744 -0.1923 0.9902  0.00
H -3.8718 0.3243 -0.6501  0.00
H -1.7492 3.0455 0.3849  0.00
H -3.2305 2.6598 -0.5524  0.00
H -3.1722 2.3254 1.2161  0.00
O 1.6059 0.9102 1.5712  0.00
C 2.8316 0.8318 0.9238  0.00
C 2.6821 1.1006 -0.5695  0.01
O 1.5868 0.3000 -1.0782  0.12
C 1.8994 -0.9361 -1.6353  0.53
Sr -0.0484 0.5224 0.5479  0.00
H 3.2752 -0.1778 1.0512  0.00
H 3.5683 1.5594 1.3150  0.00
H 3.5892 0.8727 -1.1434  0.00
H 2.3998 2.1458 -0.7524  0.00
H 1.5195 -1.0436 -2.6532  0.03
H 2.9257 -1.2615 -1.4484  0.02


Entry 3:
Density functional theory data (ωB97M-V/def2-TZVPD) for C8H16O5Sm as an isolated structure.

Properties
charge = +1
LUMO energy (alpha / beta) = -2.34 / -5.09 eV
frontier orbital gap (alpha / beta) = 5.62 / 7.01 eV
spin multiplicity = 8
highest occupied orbital energy (alpha / beta) = -8.0 / -12.1 eV
ΔE to the lowest compared entry with this formula, charge and spin = 0.000 eV

Last column: Löwdin spin population.
CARTESIAN COORDINATES (ANGSTROEM)
C -2.5434 1.9398 -1.7193  0.01
H -3.0407 2.9148 -1.6682  0.00
H -1.6284 2.1227 -2.2891  0.00
H -3.2612 1.2056 -2.1058  0.00
O 1.4048 1.7818 -0.5725  -0.01
C 2.7669 1.6218 -0.3468  0.01
C 3.1677 0.1518 -0.4395  0.00
O 2.2200 -0.5902 0.3392  0.00
C 2.1564 -1.9834 0.0825  0.00
C 0.8176 -2.4750 0.5769  0.00
O -0.1824 -1.6181 0.0188  0.00
C -1.5118 -2.1066 0.1668  0.01
Sm 0.2254 0.5942 0.2728  5.95
H 3.0697 2.0054 0.6513  0.00
H 3.3843 2.1682 -1.0875  0.00
H 4.1859 -0.0354 -0.0655  0.00
H 3.0917 -0.1927 -1.4851  0.00
H 2.9728 -2.5151 0.5907  0.00
H 2.2342 -2.1501 -1.0026  0.00
H 0.7508 -2.4474 1.6769  0.00
H 0.6526 -3.5077 0.2413  0.00
H -2.1707 -1.4448 -0.4029  0.00
H -1.5802 -3.1215 -0.2448  0.00
H -1.7992 -2.1174 1.2290  0.00
O -2.1598 1.4891 -0.3723  0.19
C -2.9244 1.7601 0.6698  0.40
C -2.3264 1.5232 1.9331  0.15
O -1.1668 1.0564 2.0036  0.23
H -3.8968 2.2291 0.5105  0.02
H -2.9087 1.7410 2.8386  0.00


Entry 4:
Density functional theory data (ωB97M-V/def2-TZVPD) for a 2-piece molecular cluster, C8H16OS overall.

Properties
LUMO energy (alpha / beta) = 0.81 / -1.26 eV
frontier orbital gap (alpha / beta) = 7.53 / 7.73 eV
spin multiplicity = 3
highest occupied orbital energy (alpha / beta) = -6.7 / -9.0 eV
ΔE to the lowest compared entry with this formula, charge and spin = 0.959 eV

Last column: natural (NBO) charge in e.
CARTESIAN COORDINATES (ANGSTROEM)
C -2.2388 0.1968 -1.1503  -0.35
C -2.1453 -0.1112 0.1162  0.14
C -1.5282 -0.2393 -2.3377  -0.63
C -2.7790 0.0383 1.4356  -0.75
C 2.4712 0.1360 1.5555  -0.61
C 2.1013 -0.9463 -0.6703  -0.61
C 1.0037 1.2533 -0.1955  -0.62
C 1.4535 -0.0602 0.4272  -0.24
O -0.3134 -0.7592 2.3011  -0.82
S 0.1116 -1.1998 0.9706  1.00
H -2.9890 0.8597 -1.3718  0.20
H -0.7688 -1.0329 -2.1415  0.21
H -1.0798 0.6286 -2.8078  0.22
H -2.2972 -0.5456 -3.2310  0.22
H -3.3027 -0.8575 1.6837  0.23
H -1.9751 0.0479 2.1631  0.27
H -3.4788 0.8960 1.7638  0.22
H 1.9658 0.5842 2.3468  0.23
H 2.8490 -0.8732 1.8797  0.21
H 3.2848 0.7140 1.0864  0.21
H 2.7781 -1.5585 -0.1456  0.21
H 2.7714 -0.3189 -1.4862  0.21
H 1.4687 -1.5133 -1.2117  0.20
H 0.7290 1.0810 -1.3187  0.22
H 0.1646 1.5623 0.3114  0.22
H 1.7433 2.0178 0.0270  0.22


Entry 5:
Density functional theory data (ωB97M-V/def2-TZVPD) for C8H17AlBr2NO2 as an isolated structure.

Properties
charge = -1
LUMO energy = 3.03 eV
frontier orbital gap = 8.08 eV
highest occupied orbital energy = -5.1 eV
ΔE to the lowest compared entry with this formula, charge and spin = 0.000 eV

Last column: natural (NBO) charge in e.
CARTESIAN COORDINATES (ANGSTROEM)
C 3.2940 -0.7705 0.9703  -0.61
C 3.2614 0.6053 0.2683  -0.45
C 2.2104 0.6580 -0.8377  -0.21
Br 2.7673 1.9261 -2.2234  -0.03
C 0.7486 0.9125 -0.3863  0.01
O -0.0049 1.7224 -1.2205  -0.92
Al -1.6120 1.8187 -0.3574  1.66
C -2.8217 0.4463 -1.1940  -1.00
C -2.4457 -1.0307 -1.0588  -0.39
C -2.4599 -1.5135 0.3805  -0.23
N -1.9630 -2.9063 0.5081  -0.86
O -0.8407 1.3672 1.2500  -0.89
C 0.4935 1.3677 1.0551  0.14
Br 1.2327 3.2421 1.2993  -0.19
H 4.2503 -1.2603 0.8037  0.20
H 3.1693 -0.6640 2.0450  0.21
H 2.5110 -1.4275 0.5995  0.20
H 4.2271 0.7934 -0.1908  0.21
H 3.0940 1.3932 0.9903  0.23
H 2.2220 -0.3001 -1.3473  0.20
H 0.2974 -0.0989 -0.3657  0.16
H -2.3682 3.2343 -0.3929  -0.45
H -2.8072 0.7061 -2.2567  0.21
H -3.8572 0.5856 -0.8665  0.19
H -3.1315 -1.6772 -1.6184  0.17
H -1.4510 -1.2238 -1.4649  0.19
H -3.4805 -1.4702 0.7611  0.16
H -1.8488 -0.8474 0.9868  0.20
H -2.6201 -3.4823 1.0101  0.34
H -1.1003 -2.9232 1.0286  0.35
H 1.0337 0.8169 1.8250  0.17


Entry 6:
Density functional theory data (ωB97M-V/def2-TZVPD) for C8H17AlCl5O7Si as an isolated structure.

Properties
charge = +1
LUMO energy = -7.33 eV
frontier orbital gap = 4.07 eV
highest occupied orbital energy = -11.4 eV

Last column: natural (NBO) charge in e.
CARTESIAN COORDINATES (ANGSTROEM)
O 0.7086 2.1733 -2.9891  -0.50
C 0.8325 1.1065 -3.4616  0.55
Cl 0.6089 0.8568 -5.1917  -0.03
C 1.1490 -0.0979 -2.6276  -0.97
Si 2.9856 -0.4446 -2.3750  1.13
C 4.2397 1.0076 -2.8120  0.53
O 4.7116 1.5233 -1.7965  -0.43
O 4.4441 1.2024 -3.9895  -0.42
H 0.7197 0.0479 -1.6443  0.28
H 0.7292 -0.9916 -3.0787  0.28
H 3.1944 -0.6971 -0.9346  -0.16
H 3.3864 -1.6048 -3.1802  -0.12
C -0.4062 0.7235 0.9825  -0.27
O 0.1343 -0.5901 0.8201  -0.55
C 1.1615 -0.8900 1.7322  -0.10
C 0.6545 -1.8123 2.8214  -0.12
O -0.3012 -1.1287 3.6912  -0.68
C -1.6478 -1.5705 3.3909  -0.26
H -1.2751 0.8104 0.3384  0.22
H -0.7173 0.9069 2.0142  0.17
H 0.3312 1.4729 0.6813  0.19
H 1.5918 0.0253 2.1584  0.18
H 1.9523 -1.4082 1.1816  0.22
H 1.5162 -2.1321 3.4395  0.15
H 0.2070 -2.7106 2.4014  0.24
H -1.7846 -2.5997 3.7208  0.20
H -1.8433 -1.4863 2.3242  0.22
H -2.3363 -0.9289 3.9337  0.22
Al 1.2984 -0.7781 5.1969  0.96
C -4.1456 0.2348 -1.5422  -0.23
Cl -3.8374 0.2192 0.2081  0.02
Cl -4.1200 -1.4149 -2.1622  0.07
Cl -5.7181 0.9629 -1.8539  0.08
Cl -2.8739 1.1771 -2.3139  0.07
O -5.6595 3.3612 0.6711  -0.94
H -6.6146 3.2498 0.6838  0.47
H -5.3266 2.5387 0.2987  0.46
O 6.2113 -0.6098 -0.3635  -0.58
H 5.8396 0.2956 -0.3739  0.43


Entry 7:
Density functional theory data (ωB97M-V/def2-TZVPD) for a 2-piece molecular cluster, C8H17ClN2O2 overall.

Properties
LUMO energy = -2.02 eV
frontier orbital gap = 3.27 eV
highest occupied orbital energy = -5.3 eV

Last column: natural (NBO) charge in e.
CARTESIAN COORDINATES (ANGSTROEM)
C 2.2403 1.1855 -0.4392  -0.60
C 0.9072 1.6339 0.1203  -0.44
C -0.0787 1.9161 -0.9521  -0.17
Cl 0.8405 2.8631 -2.2086  -0.12
C -0.6658 0.7483 -1.7000  -0.51
N -1.6411 -0.1444 -0.9535  -0.56
C -2.2099 0.3199 0.1836  0.70
C -3.1844 1.4141 -0.0065  -0.70
O -1.9926 -0.1286 1.2769  -0.67
C -1.2869 -1.5207 -0.8988  0.76
C -0.1532 -2.0747 -0.0932  -0.74
O -1.9373 -2.3065 -1.4760  -0.53
H 2.1713 0.8440 -1.4469  0.24
H 2.5841 0.3629 0.1262  0.14
H 2.9837 1.9355 -0.3184  0.21
H 0.5324 0.9454 0.8438  0.19
H 1.0701 2.5467 0.6535  0.20
H -0.7782 2.6500 -0.5942  0.16
H -1.2537 1.2070 -2.4666  0.16
H -3.8371 1.1761 -0.8180  0.23
H -3.7437 1.5333 0.8850  0.22
H -2.7078 2.3482 -0.2241  0.23
H 0.1741 -1.4361 0.6940  0.19
H -0.5270 -2.9666 0.3597  0.22
H 0.6441 -2.3801 -0.7351  0.22
N 2.3745 -2.5392 2.0425  -0.86
H 3.2611 -2.5237 2.5455  0.45
H 1.8779 -3.4131 2.2254  0.46
H 1.7932 -1.7496 2.3390  0.47
H 2.5427 -2.4467 1.0360  0.47


Entry 8:
Density functional theory data (ωB97M-V/def2-TZVPD) for the molecule C8H17ClSi.

Properties
LUMO energy (alpha / beta) = 0.17 / 0.15 eV
frontier orbital gap (alpha / beta) = 8.24 / 7.86 eV
highest occupied orbital energy (alpha / beta) = -8.1 / -7.7 eV
ΔE to the lowest compared entry with this formula, charge and spin = 0.004 eV

Last column: natural (NBO) charge in e.
CARTESIAN COORDINATES (ANGSTROEM)
C -1.4052 0.2202 -1.3863  -0.53
C -2.1988 1.2757 -0.6208  -0.18
C -0.4629 -0.3523 -0.3526  -0.28
C -1.6699 -2.5663 -0.1698  -0.61
C 1.0323 1.0949 1.9843  -1.10
C 1.4197 2.0927 -0.9364  -1.10
C 2.5391 -0.6798 -0.0812  -1.09
C -0.9927 -1.4001 0.5540  -0.50
Si 1.1021 0.5612 0.1494  1.58
Cl -3.3831 0.7057 0.4715  0.00
H -2.0796 -0.5264 -1.8011  0.22
H -0.8653 0.7086 -2.1945  0.23
H -1.6549 2.1236 -0.2262  0.18
H -1.0665 -2.8831 -1.0191  0.20
H -2.6576 -2.2801 -0.5276  0.21
H -1.7884 -3.4113 0.5067  0.21
H 0.7007 0.2784 2.6180  0.23
H 2.0055 1.4128 2.3450  0.24
H 0.3417 1.9202 2.1305  0.23
H 2.3478 2.5757 -0.6474  0.24
H 1.5031 1.8288 -1.9855  0.24
H 0.6277 2.8286 -0.8451  0.23
H 2.5639 -1.0813 -1.0895  0.23
H 3.4959 -0.2017 0.1047  0.23
H 2.4552 -1.5186 0.6031  0.23
H -0.1762 -1.7721 1.1759  0.21
H -1.7335 -0.9540 1.2401  0.23


Entry 9:
Density functional theory data (ωB97M-V/def2-TZVPD) for a 2-piece molecular cluster, C8H17F2O4P overall.

Properties
LUMO energy (alpha / beta) = 0.58 / -0.97 eV
frontier orbital gap (alpha / beta) = 8.33 / 7.59 eV
highest occupied orbital energy (alpha / beta) = -7.8 / -8.6 eV
ΔE to the lowest compared entry with this formula, charge and spin = 4.824 eV

Last column: natural (NBO) charge in e.
CARTESIAN COORDINATES (ANGSTROEM)
C -2.4987 2.1865 0.6209  -0.65
C -0.0086 -3.7794 0.5898  -0.63
C 3.3296 2.3149 -0.1581  -0.62
C -2.2573 1.1911 -0.5004  -0.08
C -0.8201 -2.6591 0.0045  -0.07
C 1.9505 2.1220 0.3381  -0.08
C -0.5553 -0.2544 0.3527  0.23
C 3.6989 -1.5584 -0.6147  0.54
O 0.2213 0.1071 -2.2572  -1.04
O -1.7539 -0.0653 -0.1915  -0.51
O -0.3657 -1.4704 0.8081  -0.55
O 1.0303 1.8232 -0.7090  -0.81
F 3.5978 -2.7898 -0.1894  -0.32
F 4.6817 -0.9431 0.0709  -0.34
P 0.8616 0.2355 -0.9577  1.56
H -2.2177 3.1738 0.2934  0.22
H -3.6318 2.2664 0.9407  0.21
H -1.8990 1.9829 1.4994  0.22
H -0.1525 -3.6219 1.6669  0.23
H -0.6214 -4.6684 0.4082  0.21
H 0.9303 -3.9314 0.1622  0.22
H 3.7494 1.3388 -0.4217  0.21
H 3.2709 2.8616 -0.9720  0.21
H 4.0833 2.6410 0.6710  0.22
H -1.6060 1.7572 -1.1790  0.19
H -3.1832 0.8959 -1.1054  0.20
H -1.8638 -2.7732 0.1170  0.19
H -0.7190 -2.3452 -1.0246  0.20
H 1.5227 3.0184 0.7374  0.18
H 1.9310 1.4095 1.0554  0.17
H -0.3332 0.5091 1.2433  0.16
H 3.5743 -1.3762 -1.6660  0.14


Number 1: energy -16744.5678 eV. Number 2: energy -17570.7927 eV. Number 3: energy -36687.7788 eV. Number 4: energy -21432.3424 eV. Number 5: energy -160843.0000 eV. Number 6: energy -99975.4960 eV. Number 7: energy -28164.0725 eV. Number 8: energy -28970.0945 eV. Number 9: energy -31480.8032 eV.